Record 1
Molecular formula: C16H15ClN6
Method: DFT, ωB97M-V/def2-TZVPD

Calculated values
energy above the lowest of the compared OMol25 structures with the same formula, charge and spin = 5.9 kcal per mole
total energy = -1407.45268 a.u.
structure (SMILES) = CC(C)n1nc(-c2[nH]c3ncccc3c2Cl)c2c(N)nccc21

Structure (ORCA input):
```
! RIJCOSX wB97M-V def2-TZVPD def2/J DEFGRID3
* xyz 0 1
Cl 1.35 -2.44 0.83
N 1.10 1.78 0.18
N -1.21 -0.11 3.72
N -0.15 -1.42 -4.07
C 0.46 0.66 0.36
C 0.62 -1.72 -0.59
C 0.38 -0.36 -0.71
C -0.07 -2.69 -4.53
C -0.79 1.02 4.34
C -0.85 -0.29 2.45
C 0.07 -1.27 -2.76
C 0.22 -3.82 -3.74
C 0.51 -3.64 -2.40
C -0.01 2.00 3.66
C 0.39 -2.32 -1.91
C -0.06 0.59 1.73
C 0.33 1.80 2.35
N -1.39 -1.45 2.01
N 0.11 -0.10 -2.05
N 1.08 2.48 1.36
C 2.97 3.61 2.63
C 1.09 4.96 1.65
C 1.95 3.69 1.48
H -0.23 -2.93 -5.57
H -1.13 1.23 5.35
H 0.22 -4.80 -4.21
H 0.71 -4.47 -1.75
H 0.33 2.87 4.19
H -0.85 -1.97 1.33
H -1.79 -1.96 2.83
H -0.03 0.83 -2.43
H 3.42 2.63 2.61
H 3.72 4.40 2.54
H 2.53 3.71 3.66
H 0.46 4.89 2.50
H 0.46 5.08 0.75
H 1.67 5.87 1.80
H 2.52 3.78 0.55
*
```


Record 2
Molecular formula: C5H7NO
Method: DFT, ωB97M-V/def2-TZVPD

Calculated values
energy above the lowest of the compared OMol25 structures with the same formula, charge and spin = 115.8 kcal per mole
total energy = -324.53986 a.u.

Structure (ORCA input):
```
! RIJCOSX wB97M-V def2-TZVPD def2/J DEFGRID3
* xyz 0 1
C -1.42 -0.51 -0.10
C -0.55 0.54 -0.46
C 0.47 0.18 -1.35
C 1.33 -0.12 -0.28
N 1.24 -1.38 0.11
O 1.43 0.90 0.66
C 0.08 1.41 0.62
H -2.07 -0.39 0.77
H -1.82 -1.15 -0.89
H -0.13 -1.33 0.25
H 0.29 -0.59 -2.09
H 1.65 -1.53 1.03
H -0.39 1.27 1.60
H 0.08 2.47 0.36
*
```


Record 3
Molecular formula: C2H7OS
Method: DFT, ωB97M-V/def2-TZVPD

Calculated values
energy above the lowest of the compared OMol25 structures with the same formula, charge and spin = 53.1 kcal per mole
total energy = -553.77936 a.u.

Structure (ORCA input):
```
! RIJCOSX wB97M-V def2-TZVPD def2/J DEFGRID3
* xyz -1 1
C -0.02 0.31 -0.27
S 0.39 1.48 -1.64
H -1.03 -0.06 -0.26
H 0.27 0.94 0.55
H 0.61 -0.57 -0.29
H -0.13 2.62 -1.12
C -0.17 -1.51 2.17
O -0.59 -1.92 0.96
H 0.76 -0.88 2.18
H -0.02 -2.28 2.97
H -0.88 -0.73 2.63
*
```


Record 4
Molecular formula: C5H8N2O3
Method: DFT, ωB97M-V/def2-TZVPD

Calculated values
energy above the lowest of the compared OMol25 structures with the same formula, charge and spin = 56.9 kcal per mole
total energy = -530.48670 a.u.

Structure (ORCA input):
```
! RIJCOSX wB97M-V def2-TZVPD def2/J DEFGRID3
* xyz 0 1
C 3.86 -0.05 0.05
C -3.00 -1.12 0.05
C -3.29 0.24 0.57
C -2.45 1.29 0.41
C -0.93 0.05 -0.88
H 5.36 -0.77 1.09
H 3.02 -0.54 -0.54
H 3.32 0.27 0.90
H 4.13 0.89 -0.44
H -1.00 -1.89 -0.78
H -3.89 0.48 1.49
H -2.76 2.30 0.86
H -0.67 1.97 -0.53
N -1.91 -0.97 -0.82
N -1.45 1.32 -0.62
O 4.89 -0.99 0.24
O -3.51 -2.26 0.14
O 0.28 -0.23 -1.16
*
```


Which of these has the highest total energy? C5H7NO


Copy entry 3 word for word.
Molecular formula: C2H7OS
Method: DFT, ωB97M-V/def2-TZVPD

Calculated values
energy above the lowest of the compared OMol25 structures with the same formula, charge and spin = 53.1 kcal per mole
total energy = -553.77936 a.u.

Structure (ORCA input):
```
! RIJCOSX wB97M-V def2-TZVPD def2/J DEFGRID3
* xyz -1 1
C -0.02 0.31 -0.27
S 0.39 1.48 -1.64
H -1.03 -0.06 -0.26
H 0.27 0.94 0.55
H 0.61 -0.57 -0.29
H -0.13 2.62 -1.12
C -0.17 -1.51 2.17
O -0.59 -1.92 0.96
H 0.76 -0.88 2.18
H -0.02 -2.28 2.97
H -0.88 -0.73 2.63
*
```


Number 3 is which compound? C2H7OS